ORCA calculation (the ωB97M-V functional and the def2-TZVPD basis) on a molecular structure, C38H40IrN9Se.

```
89
Properties=species:S:1:pos:R:3:forces:R:3
Ir 0.400 0.862 0.613 -0.729 -0.455 0.482
Se 3.249 4.556 6.652 -0.054 -0.087 -0.123
N 3.837 3.194 5.663 -0.105 0.195 0.100
C 2.917 2.955 4.768 -0.005 -0.140 -0.096
C 3.018 1.877 3.782 0.067 0.066 0.032
C 4.030 0.921 3.752 0.011 -0.046 0.003
C 3.960 -0.088 2.810 -0.004 0.112 -0.023
C 2.910 -0.111 1.899 0.026 0.061 0.050
N 1.958 0.829 1.888 0.298 -0.715 0.254
C 2.002 1.783 2.842 0.024 0.160 -0.199
C 0.831 2.619 2.887 0.133 0.049 -0.156
N -0.109 2.274 1.982 -0.099 0.334 0.291
C -1.325 2.807 2.137 0.103 0.005 0.029
C -1.599 3.770 3.100 0.090 0.016 0.003
C -0.605 4.183 3.967 -0.069 -0.011 0.004
C 0.640 3.566 3.882 0.073 0.060 0.056
C 1.746 3.791 4.814 -0.150 -0.067 -0.085
N 1.721 4.703 5.747 0.218 -0.037 0.083
H 4.829 0.969 4.480 0.016 -0.018 -0.016
H 4.704 -0.870 2.770 -0.001 -0.006 0.008
H 2.825 -0.898 1.165 -0.076 -0.028 -0.006
H -2.116 2.440 1.501 0.004 -0.089 -0.032
H -2.601 4.170 3.166 -0.003 0.001 0.005
H -0.784 4.925 4.733 -0.021 0.012 -0.016
C -1.293 -4.264 -3.846 0.032 0.011 -0.015
C -2.495 -4.162 -2.949 -0.013 -0.077 0.074
C -3.547 -5.065 -3.051 -0.010 -0.015 -0.010
C -4.659 -4.981 -2.227 0.027 0.012 0.003
C -4.746 -3.962 -1.292 0.004 0.005 0.005
C -3.719 -3.038 -1.177 -0.079 0.034 -0.078
C -2.595 -3.154 -1.987 0.174 -0.088 -0.013
N -1.521 -2.212 -1.935 -0.112 0.221 0.060
C -1.056 -1.537 -0.855 0.193 -0.153 0.225
N -1.333 -2.103 0.319 0.167 0.382 -0.007
C -1.062 -1.680 1.641 -0.045 -0.198 -0.114
C -0.418 -0.481 1.969 -0.288 -0.175 0.255
C -0.304 -0.275 3.357 0.062 0.222 -0.102
C -0.759 -1.151 4.323 -0.011 -0.034 -0.016
C -1.358 -2.337 3.944 0.032 0.010 -0.021
C -1.509 -2.615 2.603 -0.042 0.037 -0.100
C -2.155 -3.915 2.190 -0.004 0.004 -0.005
N -0.321 -0.421 -0.980 0.028 -0.291 -0.446
C -0.091 -0.130 -2.385 0.120 0.003 0.150
C -1.068 0.547 -3.123 0.019 0.056 0.097
C -0.904 0.805 -4.471 0.029 -0.013 -0.009
C 0.243 0.354 -5.114 -0.040 0.001 -0.001
C 1.169 -0.392 -4.409 0.006 -0.038 -0.006
C 1.011 -0.674 -3.049 -0.013 -0.034 -0.072
C 1.968 -1.640 -2.399 -0.010 -0.040 0.007
H -1.365 -5.139 -4.487 -0.007 -0.007 0.006
H -0.369 -4.345 -3.270 -0.006 0.003 0.007
H -1.200 -3.394 -4.506 -0.008 0.003 0.008
H -3.485 -5.854 -3.790 -0.006 -0.002 -0.002
H -5.458 -5.703 -2.323 -0.005 0.000 -0.001
H -5.620 -3.870 -0.662 -0.003 -0.001 0.000
H -3.816 -2.213 -0.483 0.019 0.012 0.010
H -1.111 -1.977 -2.823 -0.055 0.107 -0.036
H -1.818 -2.983 0.243 -0.029 -0.011 0.019
H 0.151 0.617 3.750 0.028 0.042 -0.006
H -0.639 -0.907 5.370 0.013 0.023 -0.009
H -1.709 -3.046 4.682 0.013 0.005 0.011
H -2.337 -4.536 3.064 -0.002 0.015 0.011
H -1.521 -4.498 1.515 0.005 -0.018 0.014
H -3.121 -3.765 1.699 0.014 0.013 -0.014
H -1.999 0.824 -2.636 -0.002 0.001 0.002
H -1.673 1.332 -5.020 -0.002 -0.001 -0.005
H 0.389 0.543 -6.169 0.010 0.014 0.001
H 2.028 -0.802 -4.927 0.007 0.004 0.003
H 3.006 -1.325 -2.530 0.005 -0.014 0.004
H 1.888 -2.619 -2.876 -0.003 0.006 -0.010
H 1.756 -1.786 -1.339 0.015 0.016 0.007
N 2.427 1.027 -0.839 0.096 0.531 -0.323
C 2.865 1.856 -1.998 0.049 -0.048 0.135
C 2.384 3.286 -1.815 -0.034 -0.059 -0.032
C 0.990 3.534 -2.407 -0.021 -0.031 0.066
C -0.101 3.787 -1.386 -0.116 0.012 0.221
N -0.627 2.533 -0.760 0.101 -0.008 -0.591
H 3.045 1.308 -0.088 0.037 -0.108 0.077
H 2.635 0.054 -1.031 0.007 0.030 0.049
H 2.461 1.423 -2.910 0.003 0.037 0.004
H 3.954 1.816 -2.070 0.000 0.018 -0.010
H 3.107 3.974 -2.252 -0.012 -0.037 -0.074
H 2.376 3.503 -0.741 0.038 0.079 -0.004
H 0.690 2.683 -3.025 0.021 0.039 -0.060
H 1.020 4.391 -3.080 -0.007 0.044 0.045
H -0.944 4.293 -1.863 0.037 0.041 -0.011
H 0.257 4.436 -0.585 0.022 0.013 -0.012
H -1.010 1.983 -1.520 -0.050 0.032 -0.013
H -1.422 2.814 -0.205 -0.143 -0.009 0.009
```
Positions in Å, forces in eV/Å.

Computed properties:
electronic energy: -121639.8710 eV
highest occupied orbital energy: -12.66 eV
total charge: +2
HOMO-LUMO gap: 6.6 eV